This record from the OMol25 dataset describes a 6-piece molecular cluster, C19H40NO8S5 overall. The level of theory is ωB97M-V with the def2-TZVPD basis set.

Results
Max |F| ... 0.05447 Eh/bohr
Frontier orbital gap ... 6.28 eV
LUMO ... -3.952 eV
HOMO ... -10.230 eV

```
! wB97M-V def2-TZVPD RIJCOSX def2/J DEFGRID3
* xyz 1 1
O -0.0240 -1.2269 0.5948
C -0.2300 -1.0354 -0.5681
O 0.5268 -1.4644 -1.5823
C 1.8726 -0.8821 -1.6490
C 1.8564 0.6318 -1.6095
C 3.1743 1.2519 -1.5494
O 2.1866 1.2281 -0.3987
C -1.4654 -0.2882 -1.0090
C -1.8756 -0.3079 -2.3391
C -2.9899 0.3966 -2.6951
N -3.6623 1.0797 -1.7542
C -3.3012 1.1151 -0.4640
C -2.1843 0.4268 -0.0670
H 2.2893 -1.1802 -2.6015
H 2.4736 -1.2143 -0.8071
H 1.1002 1.1440 -2.2068
H 3.9934 0.7001 -1.1168
H 3.2548 2.2859 -1.8423
H -1.3109 -0.8706 -3.0633
H -3.3473 0.4316 -3.7101
H -4.4891 1.5945 -2.0257
H -3.9170 1.6853 0.2222
H -1.8741 0.4434 0.9648
C 3.5517 -5.0973 0.3453
S 3.5193 -3.3371 0.6887
O 4.3098 -2.6695 -0.3849
C 4.5757 -3.3984 2.1374
H 2.9789 -5.2659 -0.5639
H 4.5824 -5.4199 0.2001
H 3.0920 -5.6342 1.1747
H 5.5355 -3.8375 1.8665
H 4.0888 -3.9856 2.9156
H 4.7181 -2.3775 2.4845
C 5.2730 0.5942 -5.6598
S 3.5568 0.6480 -5.1715
O 3.3209 -0.5707 -4.3453
C 2.8570 0.3107 -6.7890
H 5.8694 0.7288 -4.7629
H 5.5010 -0.3735 -6.1042
H 5.4886 1.4002 -6.3608
H 3.2438 -0.6391 -7.1570
H 3.1159 1.1216 -7.4693
H 1.7759 0.2539 -6.6810
C -5.4728 2.3356 4.3200
S -5.8614 1.4004 2.8576
O -5.0040 1.9441 1.7465
C -7.4977 2.0805 2.6067
H -4.4587 2.0808 4.6209
H -5.5355 3.4012 4.0958
H -6.1787 2.0549 5.1090
H -7.4281 3.1631 2.5037
H -8.1180 1.8113 3.4613
H -7.9102 1.6446 1.6994
C -8.9854 3.5821 7.0459
S -8.0273 2.2864 7.8347
O -7.2918 1.5739 6.7465
C -9.4179 1.2453 8.2739
H -8.2870 4.3201 6.6568
H -9.5728 3.1565 6.2322
H -9.6352 4.0496 7.7848
H -9.9725 0.9798 7.3743
H -10.0558 1.7779 8.9786
H -9.0216 0.3484 8.7442
C 8.8551 -2.4454 -2.9837
S 7.5080 -1.4626 -3.6462
O 8.0940 -0.5796 -4.6920
C 7.2702 -0.4544 -2.1783
H 9.1857 -3.1207 -3.7696
H 9.6735 -1.7885 -2.6903
H 8.4946 -3.0209 -2.1314
H 8.1999 0.0610 -1.9373
H 6.9511 -1.0919 -1.3536
H 6.4889 0.2708 -2.3969
*
```


This record from the OMol25 dataset describes C38H83AsF6NO20PS8 as an isolated structure. The level of theory is ωB97M-V with the def2-TZVPD basis set.

Results
Max |F| ... 0.08865 Eh/bohr
Frontier orbital gap ... 9.38 eV
LUMO ... -0.195 eV
HOMO ... -9.580 eV

```
! wB97M-V def2-TZVPD RIJCOSX def2/J DEFGRID3
* xyz 0 1
N 2.2571 3.4506 -2.6690
H 2.7191 3.7828 -3.5034
H 2.6899 3.8094 -1.8299
H 2.5213 2.4850 -2.5350
H 1.2761 3.6317 -2.8270
As -0.0556 0.0409 -0.5770
F -1.8020 0.6119 -0.4917
F 0.4463 1.6485 -1.1629
F 1.5648 -0.5444 -0.8491
F -0.5705 -1.6415 -0.1043
F -0.4916 -0.4779 -2.2561
F 0.3110 0.3962 1.0779
C -2.0997 1.4883 3.9158
C -1.0810 1.8499 4.9522
C -1.1434 0.7882 6.0953
S -1.3295 -0.7625 5.2824
O -2.1655 -1.7218 5.9657
O 0.0218 -1.2164 4.8675
C -2.1762 -0.0070 3.8044
H -1.7341 1.8729 2.9637
H -3.0398 1.9597 4.2023
H -1.0772 2.8430 5.4015
H -0.2115 1.6818 4.3167
H -1.9928 0.9894 6.7481
H -0.2480 0.7997 6.7167
H -3.1881 -0.3912 3.9330
H -1.7706 -0.4072 2.8752
C -3.1383 5.0057 -1.9992
C -2.4483 4.0423 -0.9848
C -2.6179 4.4934 0.4380
S -4.2543 5.3560 0.4739
O -4.0818 6.8136 0.7565
O -5.1740 4.4647 1.1682
C -4.4878 5.2849 -1.3547
H -3.2031 4.6216 -3.0172
H -2.5593 5.9292 -1.9996
H -1.3898 3.8988 -1.2021
H -2.8442 3.0284 -1.0419
H -1.8951 5.2733 0.6776
H -2.6336 3.6933 1.1780
H -5.0510 6.1725 -1.6429
H -5.1827 4.4591 -1.5072
C -1.1622 -4.3723 3.1294
C -1.5154 -4.6487 1.6668
C -2.7860 -3.8801 1.3221
S -3.8412 -4.0178 2.8407
O -4.8023 -5.1527 2.6288
O -4.1718 -2.6577 3.2138
C -2.4319 -4.6649 3.8921
H -0.9371 -3.3133 3.2557
H -0.2650 -4.9313 3.3948
H -1.7491 -5.6976 1.4841
H -0.6345 -4.3485 1.0994
H -3.3981 -4.1794 0.4713
H -2.6508 -2.8089 1.1730
H -2.6364 -5.7316 3.7996
H -2.5703 -4.3997 4.9403
C -0.8121 -5.0319 -1.8801
C -1.3533 -6.0897 -2.9051
C -2.6704 -5.6357 -3.4962
S -2.9102 -3.8365 -3.0853
O -3.8911 -3.6025 -2.0283
O -3.1291 -3.0419 -4.2779
C -1.2517 -3.6058 -2.3818
H 0.2421 -5.1116 -1.6149
H -1.2555 -5.2632 -0.9116
H -1.5933 -6.9918 -2.3423
H -0.6238 -6.4583 -3.6262
H -3.5821 -6.2043 -3.3128
H -2.6372 -5.5727 -4.5839
H -1.3512 -2.9020 -1.5554
H -0.6838 -3.1189 -3.1745
C 4.6852 -2.6148 -2.6311
C 3.2136 -2.6127 -3.0345
C 3.0495 -1.2535 -3.8520
S 4.3307 -0.0576 -3.3894
O 3.7366 1.0819 -2.7273
O 5.1942 0.0860 -4.5212
C 5.1246 -1.1975 -2.1944
H 5.2274 -3.1001 -3.4426
H 4.7656 -3.2461 -1.7462
H 2.5853 -2.5526 -2.1458
H 2.9906 -3.5405 -3.5613
H 2.1548 -0.7146 -3.5403
H 3.0531 -1.3057 -4.9407
H 4.6866 -0.9368 -1.2309
H 6.1660 -0.8853 -2.1171
C -0.3327 0.8641 -5.3728
C -1.7684 0.7737 -4.8672
C -2.0545 1.8752 -3.9114
S -1.1395 3.3799 -4.5454
O -0.2633 3.8978 -3.5056
O -1.9895 4.2675 -5.2850
C -0.1707 2.3950 -5.7745
H -0.1530 0.2352 -6.2447
H 0.3963 0.5411 -4.6296
H -1.8949 -0.1895 -4.3729
H -2.5074 0.9197 -5.6551
H -1.7658 1.7648 -2.8661
H -3.0693 2.2449 -4.0586
H 0.8306 2.8047 -5.9070
H -0.7689 2.3851 -6.6856
C -4.7986 -0.1393 0.7853
C -4.5816 -1.1128 -0.4742
C -4.6233 -0.3586 -1.8413
S -5.7291 1.1276 -1.4429
O -7.1290 0.6620 -1.4952
O -5.3263 2.2888 -2.1781
C -5.2326 1.2358 0.3283
H -3.9709 0.0254 1.4752
H -5.6310 -0.4693 1.4069
H -5.2913 -1.9393 -0.4367
H -3.6822 -1.7174 -0.3570
H -5.0165 -0.8219 -2.7462
H -3.6666 0.0938 -2.1026
H -5.8092 1.8712 1.0006
H -4.2848 1.7740 0.3367
C 2.7025 -3.3514 3.9715
C 2.6685 -2.2369 2.8909
C 2.2161 -2.8828 1.5761
S 3.0943 -4.4919 1.4649
O 4.3577 -4.3506 0.7586
O 2.1967 -5.5788 1.1493
C 3.3946 -4.5368 3.3341
H 1.6689 -3.6055 4.2065
H 3.0702 -2.9001 4.8931
H 3.6718 -1.8283 2.7698
H 1.9814 -1.4448 3.1884
H 2.2908 -2.3823 0.6106
H 1.1781 -3.0866 1.8388
H 4.4818 -4.4938 3.3981
H 3.2292 -5.5572 3.6799
C 5.5756 0.0095 1.2352
C 4.5058 1.0191 1.0150
O 5.1792 2.2431 1.1474
P 4.3807 3.6027 0.7419
O 3.8620 3.7121 -0.6081
O 3.2062 3.5939 1.9483
C 1.8539 3.5923 1.6644
C 1.1008 3.7331 2.9799
O 5.2824 4.8052 1.2364
C 6.0738 4.7293 2.3849
C 7.3233 5.6037 2.1343
H 5.2458 -1.0293 1.2502
H 6.3320 0.1474 0.4626
H 6.1398 0.1683 2.1542
H 4.1652 1.1219 -0.0153
H 3.6298 1.0742 1.6612
H 1.4818 4.3222 0.9454
H 1.7413 2.6234 1.1779
H 1.4197 4.6230 3.5226
H 0.0114 3.7435 2.9436
H 1.3973 2.8934 3.6085
H 5.4386 5.2286 3.1166
H 6.3463 3.7119 2.6654
H 7.7729 5.2963 1.1901
H 7.0222 6.6412 1.9891
H 8.1555 5.4635 2.8241
*
```


no.,total energy (eV)
1,-92386.8871
2,-256308.8146